Molecular formula: C35H40F10IN4O32P2
Method: DFT, ωB97M-V with the def2-TZVPD basis set

ORCA input file:
```
! wB97M-V def2-TZVPD RIJCOSX def2/J DEFGRID3
* xyz 1 1
O 2.630 1.299 1.869
P 4.074 1.084 1.818
O 4.969 2.359 1.565
O 4.769 0.410 3.042
N 4.433 0.062 0.473
O 5.215 -1.097 0.699
C 3.360 -0.222 -0.397
N 3.417 0.344 -1.595
P 4.634 1.524 -2.128
O 5.098 0.788 -3.493
I 3.066 3.091 -3.081
N 2.334 -1.029 -0.106
C 2.381 -1.850 1.127
C 3.063 -3.204 0.890
F 2.423 -4.153 1.684
C 1.007 -0.548 -0.478
C 0.703 0.797 -0.584
C -0.575 1.126 -0.977
C -1.493 0.123 -1.226
N -1.198 -1.173 -1.120
C 0.035 -1.491 -0.761
H 5.344 2.428 0.678
H 4.169 -0.253 3.465
H 6.126 -0.827 0.512
H 2.649 0.126 -2.228
H 5.561 -0.050 -3.348
H 2.875 -1.317 1.935
H 1.357 -2.054 1.430
H 2.956 -3.512 -0.154
H 4.117 -3.184 1.164
H 1.431 1.569 -0.366
H -0.834 2.171 -1.092
H -2.500 0.366 -1.551
H 0.280 -2.550 -0.702
C 3.426 5.836 -5.838
C 1.960 6.050 -6.153
O 1.921 7.414 -6.487
C 3.152 7.766 -6.977
O 3.388 8.757 -7.566
O 4.056 6.790 -6.686
F 1.169 5.818 -5.068
H 3.636 6.074 -4.793
H 3.777 4.833 -6.065
H 1.581 5.462 -6.990
C -3.917 5.459 -0.355
C -3.365 4.885 0.933
O -2.251 4.125 0.463
C -1.826 4.684 -0.694
O -0.784 4.435 -1.218
O -2.735 5.549 -1.168
F -4.227 4.056 1.553
H -4.619 4.766 -0.823
H -4.382 6.430 -0.236
H -3.010 5.629 1.646
C 4.249 -1.566 7.648
C 2.849 -0.989 7.737
O 2.628 -0.550 6.391
C 3.389 -1.303 5.590
O 3.257 -1.366 4.394
O 4.295 -1.996 6.273
F 2.768 0.062 8.566
H 5.004 -0.797 7.806
H 4.431 -2.405 8.313
H 2.072 -1.710 7.996
C 4.046 -5.160 4.184
C 2.977 -5.966 4.896
O 3.674 -6.432 6.042
C 4.669 -5.548 6.318
O 5.268 -5.513 7.342
O 4.862 -4.717 5.277
F 2.548 -7.015 4.170
H 4.637 -5.798 3.526
H 3.656 -4.312 3.630
H 2.112 -5.385 5.222
C -1.599 5.251 -4.789
C -2.351 3.963 -5.047
O -3.685 4.410 -5.144
C -3.665 5.709 -5.578
O -4.606 6.294 -5.986
O -2.412 6.211 -5.468
F -2.246 3.087 -4.013
H -1.577 5.485 -3.724
H -0.587 5.254 -5.184
H -2.078 3.445 -5.968
C -2.312 -2.823 -4.109
C -2.760 -1.542 -4.778
O -1.749 -1.343 -5.753
C -1.233 -2.562 -6.081
O -0.541 -2.769 -7.019
O -1.627 -3.489 -5.180
F -2.754 -0.484 -3.933
H -1.610 -2.611 -3.302
H -3.127 -3.427 -3.732
H -3.732 -1.602 -5.267
C -9.385 5.482 0.374
C -8.918 6.178 -0.889
O -7.817 6.940 -0.417
C -7.310 6.312 0.674
O -6.255 6.559 1.162
O -8.165 5.369 1.117
F -9.850 7.007 -1.400
H -10.088 6.109 0.923
H -9.818 4.501 0.203
H -8.572 5.509 -1.679
C 5.706 -8.643 8.867
C 4.481 -8.828 7.996
O 3.710 -9.742 8.750
C 4.032 -9.576 10.067
O 3.405 -10.001 10.974
O 5.166 -8.843 10.176
F 4.780 -9.377 6.792
H 6.450 -9.412 8.656
H 6.153 -7.657 8.782
H 3.906 -7.920 7.835
C -8.082 -3.995 -4.149
C -7.611 -3.256 -5.386
O -6.649 -2.360 -4.846
C -6.151 -2.915 -3.711
O -5.170 -2.539 -3.156
O -6.916 -3.950 -3.316
F -8.596 -2.549 -5.976
H -8.896 -3.455 -3.663
H -8.378 -5.022 -4.334
H -7.128 -3.883 -6.136
*
```

Computed properties:
- Orbital gap: 8.367 eV
- Molar mass: 1407.53 Da
- E: -5963.48447 hartree
- LUMO energy: -0.148 Eh
- Highest occupied orbital energy: -12.39 eV

Molecular formula: C7H9O2S
Method: DFT, ωB97M-V with the def2-TZVPD basis set

ORCA input file:
```
! wB97M-V def2-TZVPD RIJCOSX def2/J DEFGRID3
* xyz -1 1
C -2.400 -1.166 0.405
C -1.461 -1.929 -0.061
C -2.571 0.312 0.264
C 0.432 1.222 -0.569
C 0.756 0.363 -1.755
C 1.606 -0.242 1.192
C 1.390 1.154 0.590
O -0.512 -2.439 -0.560
O -3.672 0.802 0.391
S -1.233 1.487 -0.215
H -3.262 -1.598 0.888
H 1.793 0.531 -2.061
H 0.106 0.627 -2.589
H 0.640 -0.719 -1.568
H 2.293 -0.190 2.040
H 2.027 -0.918 0.451
H 0.663 -0.657 1.534
H 2.367 1.530 0.251
H 1.038 1.831 1.372
*
```

Computed properties:
- Orbital gap (spin up / spin down): 5.524 / 5.523 eV
- Molar mass: 157.21 Da
- E: -820.74721 hartree
- Relative energy (zero: lowest compared OMol25 entry of this formula, charge and spin): 2.890 eV
- LUMO energy (spin up / spin down): 0.130 / 0.130 Eh
- Highest occupied orbital energy (spin up / spin down): -1.98 / -1.98 eV

Molecular formula: C46H42AsF9IrNO2S2
Method: DFT, ωB97M-V with the def2-TZVPD basis set

ORCA input file:
```
! wB97M-V def2-TZVPD RIJCOSX def2/J DEFGRID3
* xyz 1 2
Ir 0.026 -0.451 0.224
S 1.443 -1.394 1.616
C 3.049 -0.738 1.376
C 4.068 -1.225 2.198
C 5.369 -0.807 1.993
C 5.667 0.078 0.962
C 4.656 0.564 0.147
C 3.340 0.181 0.372
As 1.869 0.712 -0.748
C 2.481 0.085 -2.470
C 2.370 0.858 -3.620
C 2.922 0.403 -4.809
C 3.596 -0.809 -4.845
C 3.708 -1.577 -3.695
C 3.145 -1.137 -2.509
C 1.942 2.633 -0.929
C 1.011 3.288 -1.730
C 1.066 4.667 -1.876
C 2.052 5.397 -1.230
C 2.984 4.745 -0.435
C 2.929 3.368 -0.280
H 3.835 -1.937 2.980
H 6.160 -1.185 2.627
H 6.691 0.382 0.788
H 4.895 1.230 -0.673
H 1.871 1.817 -3.600
H 2.834 1.004 -5.705
H 4.035 -1.155 -5.771
H 4.221 -2.529 -3.723
H 3.215 -1.753 -1.621
H 0.242 2.736 -2.254
H 0.337 5.168 -2.499
H 2.095 6.472 -1.345
H 3.754 5.309 0.075
H 3.636 2.882 0.377
C -5.915 0.741 1.559
C -5.402 1.443 2.640
C -4.032 1.545 2.812
C -3.128 0.949 1.921
C -3.666 0.243 0.843
C -5.040 0.144 0.665
C -1.696 1.182 2.232
C -0.474 0.882 1.732
C 0.634 1.528 2.508
C 1.094 0.942 3.689
C 2.115 1.525 4.422
C 2.688 2.716 3.994
C 2.213 3.325 2.844
C 1.191 2.736 2.109
H -6.985 0.662 1.414
H -6.069 1.918 3.348
H -3.645 2.104 3.655
H -3.026 -0.249 0.135
H -5.423 -0.408 -0.185
H -1.623 1.827 3.107
H 0.635 0.024 4.037
H 2.456 1.057 5.337
H 3.481 3.176 4.568
H 2.627 4.272 2.521
H 0.797 3.240 1.235
C -4.234 -3.258 3.324
C -3.169 -3.353 2.243
S -1.845 -2.172 2.575
O -1.173 -2.012 1.200
C -0.777 -3.225 3.585
C -0.092 -4.381 2.881
H -5.050 -3.940 3.089
H -4.638 -2.250 3.384
H -3.846 -3.537 4.305
H -3.544 -3.054 1.271
H -2.740 -4.350 2.154
H -1.447 -3.560 4.382
H -0.054 -2.544 4.036
H -0.798 -5.045 2.386
H 0.459 -4.968 3.617
H 0.608 -4.022 2.132
C -3.276 3.136 -4.160
C -2.556 2.320 -3.131
C -2.586 2.647 -1.780
C -1.907 1.872 -0.862
N -1.211 0.778 -1.204
C -1.145 0.476 -2.511
C -1.795 1.209 -3.482
H -4.068 3.732 -3.711
H -3.707 2.498 -4.930
H -2.580 3.818 -4.653
H -3.143 3.505 -1.428
H -1.909 2.134 0.184
H -0.551 -0.388 -2.765
H -1.708 0.894 -4.514
F -0.056 -5.376 -1.600
C -0.165 -4.206 -0.963
F -1.187 -4.326 -0.106
F 0.949 -4.030 -0.241
C -0.355 -2.991 -1.937
O 0.081 -1.820 -1.435
C -1.863 -2.933 -2.349
F -2.386 -4.142 -2.573
F -2.590 -2.344 -1.388
F -2.035 -2.205 -3.462
C 0.486 -3.288 -3.224
F 1.727 -3.663 -2.882
F -0.035 -4.251 -3.989
F 0.589 -2.188 -3.979
*
```

Computed properties:
- Orbital gap (spin up / spin down): 8.119 / 5.724 eV
- Molar mass: 1143.10 Da
- E: -6018.44861 hartree
- Relative energy (zero: lowest compared OMol25 entry of this formula, charge and spin): 0.000 eV
- LUMO energy (spin up / spin down): -0.091 / -0.177 Eh
- Highest occupied orbital energy (spin up / spin down): -10.59 / -10.53 eV

Molecular formula: C5H8O
Method: DFT, ωB97M-V with the def2-TZVPD basis set

ORCA input file:
```
! wB97M-V def2-TZVPD RIJCOSX def2/J DEFGRID3
* xyz 0 1
C -2.063 -0.674 0.416
C -0.788 -0.550 0.091
C 0.498 -0.799 0.823
C 1.533 -0.160 -0.116
C 0.802 0.226 -1.387
O -0.462 -0.056 -1.200
H -0.075 3.172 -1.034
H -2.367 -1.014 1.400
H -2.841 -0.419 -0.293
H 0.462 -0.355 1.820
H 0.687 -1.871 0.937
H 2.007 0.741 0.297
H 2.355 -0.830 -0.392
H 0.252 2.587 -1.362
*
```

Computed properties:
- Orbital gap: 9.538 eV
- Molar mass: 84.12 Da
- E: -270.40797 hartree
- Relative energy (zero: lowest compared OMol25 entry of this formula, charge and spin): 4.080 eV
- LUMO energy: 0.031 Eh
- Highest occupied orbital energy: -8.70 eV

Molecular formula: C20H30CaClO14
Method: DFT, ωB97M-V with the def2-TZVPD basis set

ORCA input file:
```
! wB97M-V def2-TZVPD RIJCOSX def2/J DEFGRID3
* xyz 1 1
Ca 5.256 -2.234 -1.157
Cl 0.638 -1.138 -0.538
O 1.849 -0.328 -0.727
O 0.906 -2.225 -1.455
O 0.734 -1.652 0.771
O -0.493 -0.375 -0.905
O -0.652 4.893 1.299
C 0.147 4.406 2.139
O -0.379 3.901 3.320
C 0.575 3.293 4.184
C 1.952 3.441 3.238
C 1.583 4.393 2.156
H 0.261 2.267 4.377
H 0.745 3.793 5.138
H 2.292 2.463 2.899
H 2.786 3.718 3.882
H 1.691 4.072 1.120
H 2.207 5.277 2.288
O 4.996 0.535 -4.659
C 4.676 1.225 -5.618
O 4.196 0.835 -6.725
C 4.038 1.985 -7.620
C 4.601 3.202 -6.937
C 4.708 2.706 -5.590
H 3.018 2.210 -7.932
H 4.581 1.695 -8.519
H 3.900 4.036 -6.906
H 5.453 3.612 -7.479
H 3.827 2.911 -4.982
H 5.506 3.137 -4.985
O -2.960 -4.152 -7.086
C -1.755 -3.814 -7.087
O -0.958 -4.611 -7.806
C 0.364 -4.001 -8.054
C 0.385 -2.705 -7.107
C -1.108 -2.587 -6.530
H 0.831 -3.843 -9.026
H 1.124 -4.709 -7.724
H 0.679 -1.857 -7.725
H 1.044 -2.725 -6.239
H -1.621 -1.630 -6.624
H -1.149 -2.596 -5.441
O -4.364 0.595 5.543
C -4.893 1.059 4.478
O -5.428 2.337 4.393
C -5.665 2.656 2.995
C -5.986 1.318 2.395
C -5.132 0.393 3.107
H -4.889 3.293 2.571
H -6.552 3.282 3.097
H -5.652 1.275 1.358
H -7.034 1.023 2.329
H -4.236 0.199 2.517
H -5.613 -0.585 3.106
O -0.791 -5.635 9.649
C -0.662 -4.790 8.738
O -0.727 -5.057 7.416
C -0.606 -3.907 6.602
C 0.067 -2.884 7.555
C -0.520 -3.267 9.006
H -1.547 -3.599 6.145
H 0.055 -3.890 5.736
H -0.062 -1.862 7.197
H 1.148 -3.021 7.564
H -1.520 -2.838 9.076
H 0.140 -2.918 9.801
*
```

Computed properties:
- Orbital gap: 2.557 eV
- Molar mass: 569.98 Da
- E: -2970.47733 hartree
- Relative energy (zero: lowest compared OMol25 entry of this formula, charge and spin): 4.407 eV
- LUMO energy: -0.312 Eh
- Highest occupied orbital energy: -11.05 eV

Molecular formula: FO5S
Method: DFT, ωB97M-V with the def2-TZVPD basis set

ORCA input file:
```
! wB97M-V def2-TZVPD RIJCOSX def2/J DEFGRID3
* xyz -1 1
O 1.425 -0.835 -1.151
O 1.481 1.401 -0.056
O 1.152 -0.682 1.346
O -1.837 -0.652 -0.260
O -0.428 0.663 -0.149
F -2.788 0.131 0.258
S 0.995 -0.026 0.012
*
```

Computed properties:
- Orbital gap (spin up / spin down): 7.847 / 7.831 eV
- Molar mass: 131.06 Da
- E: -874.07110 hartree
- Relative energy (zero: lowest compared OMol25 entry of this formula, charge and spin): 0.000 eV
- LUMO energy (spin up / spin down): 0.067 / 0.067 Eh
- Highest occupied orbital energy (spin up / spin down): -6.01 / -6.01 eV